1.
Formula: C17H30N8O10
Source: OMol25
Level of theory: wB97M-V/def2-TZVPD

Values from the calculation:
orbital gap	7.2	eV
molecular weight	506.47	g mol⁻¹

XYZ file:
```
65
C17H30N8O10 wB97M-V/def2-TZVPD
C -12.376 0.049 -6.673
N -11.992 1.292 -5.909
O -11.925 1.204 -4.691
O -11.907 2.327 -6.540
H -13.318 0.276 -7.160
H -12.456 -0.786 -5.988
H -11.568 -0.082 -7.390
C -15.025 1.273 -4.061
N -15.686 1.338 -5.387
O -16.445 2.256 -5.610
O -15.407 0.479 -6.198
H -15.734 0.849 -3.357
H -14.699 2.258 -3.733
H -14.128 0.668 -4.163
C -16.740 1.018 -0.036
N -16.246 -0.367 -0.266
O -16.124 -1.109 0.677
O -15.994 -0.660 -1.425
H -15.989 1.672 -0.476
H -16.782 1.194 1.034
H -17.698 1.209 -0.509
C -13.010 4.854 -1.670
N -13.597 5.595 -2.823
O -13.424 6.788 -2.889
O -14.249 4.959 -3.629
H -12.443 4.057 -2.147
H -13.812 4.499 -1.037
H -12.352 5.576 -1.199
C -19.344 -2.022 -4.011
N -18.394 -0.892 -3.793
O -17.429 -0.863 -4.530
O -18.655 -0.103 -2.916
H -19.773 -2.317 -3.059
H -18.831 -2.853 -4.479
H -20.112 -1.639 -4.682
N -19.360 2.118 -6.925
C -19.795 0.883 -7.345
C -21.167 0.855 -7.279
C -21.560 2.077 -6.702
C -20.442 2.836 -6.449
H -18.397 2.189 -6.628
H -19.048 0.115 -7.478
H -21.711 -0.063 -7.437
H -22.578 2.403 -6.553
H -20.387 3.706 -5.822
N -16.416 5.217 -6.164
C -17.131 5.414 -5.025
C -18.426 5.653 -5.406
C -18.476 5.691 -6.842
C -17.194 5.453 -7.259
H -15.455 4.951 -6.261
H -16.710 5.431 -4.038
H -19.235 5.771 -4.702
H -19.366 5.867 -7.420
H -16.757 5.578 -8.236
N -14.124 -2.301 -2.999
C -13.454 -3.382 -2.480
C -12.895 -4.071 -3.530
C -13.260 -3.392 -4.711
C -14.021 -2.305 -4.356
H -14.678 -1.679 -2.435
H -13.455 -3.524 -1.413
H -12.315 -4.975 -3.454
H -13.028 -3.741 -5.705
H -14.560 -1.597 -4.966
```

2.
Formula: C17H30NO2
Source: OMol25
Level of theory: wB97M-V/def2-TZVPD

Values from the calculation:
orbital gap	8.6	eV
ΔE to the lowest compared entry with this formula, charge and spin	0.192	eV
molecular weight	280.43	g mol⁻¹
total charge	+1

XYZ file:
```
50
C17H30NO2 wB97M-V/def2-TZVPD
C 5.955 2.888 -2.384
H 6.631 3.659 -2.741
C 4.694 2.855 -3.238
C 3.699 1.812 -2.737
H 2.859 1.721 -3.440
H 4.193 0.836 -2.642
O 3.221 2.238 -1.471
C 2.368 1.459 -0.785
C 1.847 0.244 -1.231
C 0.977 -0.472 -0.430
C 0.608 0.010 0.817
C 1.114 1.219 1.271
C 1.987 1.931 0.475
H 2.395 2.868 0.814
H 0.844 1.612 2.238
O -0.305 -0.771 1.535
C -0.353 -0.622 2.951
C -1.093 -1.817 3.551
H -0.878 -1.819 4.619
H -0.676 -2.733 3.129
C -2.615 -1.808 3.375
H -3.013 -0.825 3.637
C -3.110 -2.216 1.988
N -2.862 -1.150 0.991
H -1.823 -0.915 1.075
C -3.157 -1.466 -0.441
C -2.615 -0.319 -1.282
H -3.190 0.590 -1.116
H -2.678 -0.568 -2.336
H -1.569 -0.122 -1.054
C -4.657 -1.685 -0.649
C -4.994 -2.073 -2.085
H -6.045 -2.339 -2.154
H -4.406 -2.931 -2.400
H -4.812 -1.253 -2.772
H -5.198 -0.773 -0.387
H -5.002 -2.487 0.005
H -2.616 -2.387 -0.679
H -3.395 -0.314 1.251
H -2.589 -3.115 1.655
H -4.179 -2.427 2.035
H -3.034 -2.522 4.084
H 0.668 -0.593 3.340
H -0.857 0.316 3.220
H 0.594 -1.424 -0.766
H 2.118 -0.158 -2.193
H 4.209 3.832 -3.216
H 4.947 2.619 -4.272
H 5.701 3.102 -1.349
H 6.471 1.932 -2.425
```

3.
Formula: C17H30O5S
Source: OMol25
Level of theory: wB97M-V/def2-TZVPD

Values from the calculation:
orbital gap	8.8	eV
molecular weight	346.49	g mol⁻¹

XYZ file:
```
53
C17H30O5S wB97M-V/def2-TZVPD
C -4.433 3.266 -0.868
C -4.269 2.354 -1.807
C -3.955 1.179 -2.865
C -2.330 0.951 -2.923
O -2.109 -0.402 -2.449
C -0.705 -0.736 -2.333
C -0.106 -0.574 -0.803
C -1.369 -0.231 0.154
S -2.460 -1.729 0.510
C -3.492 -1.109 1.970
C -4.574 -2.194 2.485
C 0.800 0.763 -0.850
C 2.253 0.624 -1.515
C 2.506 2.000 -2.375
O 2.434 -0.466 -2.449
O 0.574 -1.811 -0.537
C 1.036 -2.020 0.803
C 2.503 -1.393 1.157
C 2.423 -0.035 2.057
C 3.320 -0.079 3.398
C 4.869 0.054 2.947
O 5.715 -0.681 3.549
O 5.237 0.962 1.862
H -4.266 4.180 -0.187
H -4.409 1.374 -3.904
H -4.441 0.190 -2.484
H -1.920 1.031 -4.002
H -1.829 1.775 -2.297
H -0.127 -0.023 -3.052
H -0.548 -1.803 -2.731
H -0.901 0.025 1.196
H -1.962 0.704 -0.147
H -2.802 -0.772 2.845
H -4.025 -0.132 1.620
H -4.318 -2.528 3.571
H -4.521 -3.094 1.765
H -5.627 -1.697 2.449
H 0.206 1.529 -1.502
H 0.796 1.237 0.218
H 3.052 0.665 -0.667
H 2.174 2.858 -1.681
H 1.854 1.978 -3.321
H 3.618 2.158 -2.638
H 2.703 -1.265 -1.934
H 1.179 -3.174 0.922
H 0.342 -1.714 1.662
H 3.024 -2.179 1.849
H 3.195 -1.297 0.238
H 2.635 0.930 1.451
H 1.310 0.066 2.398
H 3.046 0.882 4.003
H 3.109 -0.962 4.098
H 5.581 0.365 1.141
```

Q: The highest orbital gap belongs to which entry?
A: C17H30O5S

Q: Look up the molecular weight of the first one.
A: 506.47 g mol⁻¹

Q: What is the formula in the second record?
A: C17H30NO2